No. 1
One molecule with the formula C2H5NO2. Source: OMol25; level of theory: the ωB97M-V functional and the def2-TZVPD basis.

ORCA input file:
```
! wB97M-V def2-TZVPD RIJCOSX def2/J DEFGRID3
* xyz 0 1
N 1.3330 0.1749 -0.4703
C 0.3330 -0.6702 0.2029
C -1.0435 -0.0744 -0.0718
O -2.0478 -0.6750 -0.3416
O -0.9388 1.2324 0.0415
H 1.2340 1.0681 -0.0693
H 2.2286 -0.2724 -0.3589
H 0.3442 -1.7073 -0.0448
H 0.4246 -0.6385 1.3011
H -1.8673 1.5625 -0.1887
*
```

For the LUMO energy, the calculation gives 0.7156 eV. The highest occupied orbital energy comes out at -9.590 eV.

No. 2
A 13-piece molecular cluster, C17H64N6O13 overall. Source: OMol25; level of theory: the ωB97M-V functional and the def2-TZVPD basis.

ORCA input file:
```
! wB97M-V def2-TZVPD RIJCOSX def2/J DEFGRID3
* xyz 0 1
C -8.8209 -1.3578 -2.5815
C -7.8201 -0.6987 -1.4954
C -6.8539 0.3572 -2.0701
O -5.8922 0.7302 -1.1186
C -4.7860 -0.1349 -1.1681
N -8.6971 -0.1432 -0.4491
H -9.0346 -2.4091 -2.3885
H -8.4265 -1.2918 -3.5955
H -9.7080 -0.7261 -2.5370
H -7.2177 -1.4928 -1.0543
H -7.3450 1.2935 -2.3351
H -6.4842 0.0682 -3.0539
H -4.9585 -0.9138 -0.4253
H -3.9228 0.3833 -0.7505
H -4.4909 -0.4394 -2.1722
H -8.1276 -0.0024 0.3731
H -9.3490 -0.8901 -0.2560
C 3.0180 -3.4836 -0.4695
C 1.6996 -3.3956 -1.2881
C 1.5923 -4.7190 -2.2659
O 0.4816 -4.5578 -3.1995
C 0.5070 -5.4886 -4.2314
N 0.5679 -3.4210 -0.3517
H 3.8175 -3.8759 -1.0980
H 2.7955 -4.1786 0.3401
H 3.2558 -2.4735 -0.1359
H 1.6251 -2.5212 -1.9346
H 1.4278 -5.6637 -1.7477
H 2.4724 -4.8869 -2.8866
H -0.2035 -5.1798 -4.9983
H 0.2956 -6.5007 -3.8864
H 1.3689 -5.5606 -4.8947
H -0.1752 -3.2313 -1.0090
H 0.3380 -4.3688 -0.0892
C 1.9899 5.4670 1.9323
C 2.5150 4.0732 1.8485
C 3.8409 3.7748 2.6484
O 4.3402 2.4322 2.4991
C 4.8435 2.0935 1.2550
N 1.4463 3.1377 2.1572
H 1.0046 5.6948 1.5255
H 2.5992 6.1181 1.3054
H 1.8853 5.7466 2.9806
H 2.7423 3.8595 0.8042
H 3.6793 3.8913 3.7200
H 4.6097 4.5214 2.4491
H 5.5506 2.9036 1.0764
H 4.1378 2.2593 0.4409
H 5.3338 1.1208 1.2155
H 1.8722 2.3075 1.7705
H 1.4844 2.9442 3.1477
C -0.4710 0.7152 -1.7617
C 0.1062 0.7897 -0.3078
C 1.6563 0.7496 -0.1761
O 2.0412 0.7375 1.1904
C 1.7692 -0.3808 1.9059
N -0.4423 1.9908 0.2790
H -1.5351 0.9247 -1.8700
H -0.1784 -0.1987 -2.2787
H 0.0388 1.4075 -2.4318
H -0.4035 -0.0459 0.1719
H 2.2123 1.4940 -0.7460
H 2.0357 -0.1674 -0.6270
H 0.7126 -0.6464 1.8727
H 2.2411 -0.1759 2.8668
H 2.1730 -1.2713 1.4242
H 0.3206 2.3084 0.8596
H -1.1106 1.5767 0.9131
O -0.6737 0.2545 4.2044
H -0.7829 0.9267 4.8770
H -0.4202 0.7397 3.4191
O -0.1587 -1.8808 -4.6093
H -0.0166 -2.8255 -4.6689
H -0.8651 -1.7046 -5.2308
O 2.0594 0.0112 -4.7766
H 2.6677 -0.4040 -5.3880
H 1.5584 -0.7152 -4.4060
O 0.5196 2.8419 -4.5901
H 1.0391 2.0407 -4.5236
H 0.0207 2.7379 -5.4003
O 1.8315 -4.2918 2.6279
H 1.3032 -3.8928 1.9366
H 1.3639 -5.0960 2.8534
O -1.0764 3.3278 3.4587
H -1.7562 3.9306 3.1576
H -0.3329 3.4958 2.8797
O -2.6941 1.0869 1.8158
H -3.0356 0.5694 2.5450
H -3.4723 1.3586 1.3291
O -0.6435 4.3148 -1.2637
H -0.4661 3.4983 -0.7967
H -0.8924 4.0379 -2.1455
C 5.1037 -0.4895 4.9352
O 6.1743 0.0556 4.8190
N 4.7628 -1.4279 5.7533
N 4.0259 0.0379 4.3493
H 5.5209 -1.7646 6.3295
H 3.8975 -1.9388 5.6521
H 3.2000 -0.5430 4.3733
H 4.2475 0.7287 3.6466
*
```

For the LUMO energy, the calculation gives -0.0190 eV. The highest occupied orbital energy comes out at -9.004 eV.

No. 3
A 2-piece molecular cluster, C4H5NO overall. Source: OMol25; level of theory: the ωB97M-V functional and the def2-TZVPD basis.

ORCA input file:
```
! wB97M-V def2-TZVPD RIJCOSX def2/J DEFGRID3
* xyz 0 3
C -1.4697 0.1565 -0.3720
C -1.8094 -1.0067 0.0486
C 1.6728 0.8959 -0.2559
C 1.2049 -0.1014 0.6566
N 1.4105 -0.5739 -0.4829
O -1.2701 1.2204 -0.7138
H -2.8003 -1.3823 -0.4245
H -1.4576 -1.5609 0.9060
H 0.8239 1.5998 -0.5715
H 2.7013 1.2989 -0.3759
H 0.9937 -0.5462 1.5853
*
```

For the LUMO energy (alpha / beta), the calculation gives 0.8981 / -2.2888 eV. The highest occupied orbital energy (alpha / beta) comes out at -5.469 / -10.260 eV.

Calculated values (eV Å⁻¹) of max |F| for the records, taken in order: 3.3 4.8 6.8.
Calculated values (Ha) of total energy for the records, taken in order: -284.4462 -1992.6153 -285.1336.